{"formula": "C19H25N3O2S", "method": "the ωB97M-V functional and the def2-TZVPD basis", "lumo_energy_ev": 0.6, "smiles": "CCOc1ccc(NC(=S)N(CCOC)[C@H](C)c2cccnc2)cc1", "fmax_ev_per_a": 0.85, "e_tot_ev": -39508.6726, "orbital_gap_ev": 8.37, "homo_ha": -0.28612, "elements": ["C", "H", "C", "C", "C", "H", "N", "O", "H", "H", "N", "H", "C", "H", "C", "H", "H", "H", "H", "H", "S", "C", "H", "H", "C", "C", "C", "C", "H", "H", "O", "H", "H", "C", "C", "H", "H", "N", "C", "H", "C", "C", "H", "C", "H", "C", "H", "H", "C", "H"], "positions_angstrom": [[-3.72841, -0.55992, 1.71483], [-1.93440, -3.18222, -1.61716], [2.09896, -0.20648, -0.15690], [2.82952, -1.36141, -0.42445], [-5.92387, 0.29192, 1.40769], [-4.80726, 0.51321, 3.23023], [0.70677, -0.12933, -0.31587], [-3.31178, 1.95886, 0.04926], [4.64532, 1.87110, 0.63786], [-1.55756, 2.52113, -0.86161], [-5.98851, -0.17449, 0.17438], [-5.06450, -1.18942, -1.31808], [-3.77521, -1.05048, 0.41267], [-3.09345, -2.01122, -2.24797], [-4.81679, 0.12108, 2.22526], [2.32507, -2.26070, -0.73399], [-5.06615, 2.73700, -0.51940], [-2.79348, 0.18768, -1.66479], [6.86135, 1.62864, -0.08387], [4.77221, -2.24947, -0.48673], [0.17201, -2.51959, 0.68687], [4.88303, -0.20572, 0.10420], [-3.64903, 3.47320, -1.32103], [8.56693, -0.44731, 1.38164], [-1.98903, 1.66496, -0.31882], [-2.56967, -1.76473, -0.14267], [-4.09539, 2.53580, -0.96600], [-2.83355, -2.61720, -1.38282], [-6.80128, 0.82362, 1.75263], [-3.64073, -3.31688, -1.18519], [6.23385, -0.32015, 0.20523], [2.22616, 1.85700, 0.40414], [-2.84145, -0.71501, 2.31337], [2.77940, 0.94702, 0.21305], [6.98789, 0.79840, 0.62587], [6.65041, 1.13022, 1.61793], [8.77562, 0.04540, -0.29918], [-1.50352, -0.79715, -0.40229], [-4.94429, -0.82736, -0.30502], [9.06328, 1.21090, 1.00384], [-0.22374, -1.08944, -0.04922], [4.15655, 0.95520, 0.34539], [0.36931, 0.81628, -0.42098], [4.19931, -1.35813, -0.28801], [-1.46108, 1.54159, 0.63175], [-1.83845, 0.37907, -1.17353], [-1.08611, 0.53244, -1.95549], [-4.23345, 1.86364, -1.81949], [8.44753, 0.37564, 0.68252], [-2.17834, -2.42719, 0.63999]], "forces_ev_per_a": [[-0.1902, -0.0589, -0.1027], [0.0682, -0.0320, -0.0110], [0.5596, 0.1430, 0.1332], [0.0570, 0.0514, -0.0956], [0.0174, 0.1023, 0.2488], [-0.0223, 0.0429, 0.0877], [-0.6825, 0.4433, -0.2459], [0.0066, -0.0034, 0.1487], [0.0726, 0.0505, 0.0209], [0.0068, -0.0421, 0.0453], [-0.5165, 0.1803, -0.2310], [0.1230, -0.1047, -0.0974], [-0.1700, 0.0201, 0.1633], [-0.0823, 0.0486, -0.1099], [0.1095, -0.0841, -0.0429], [0.0071, -0.0076, -0.0254], [-0.0344, 0.0178, -0.1053], [0.0948, 0.0561, -0.0803], [-0.0555, -0.0792, 0.1071], [0.0674, -0.1208, -0.0335], [0.2276, -0.6205, 0.3502], [-0.2437, 0.0000, -0.0351], [-0.0170, -0.0115, -0.0097], [0.0569, -0.0609, 0.0780], [-0.0116, 0.0001, -0.1652], [-0.1948, -0.3719, -0.0352], [0.0186, 0.0589, -0.0256], [0.1178, 0.1182, 0.2587], [-0.0311, 0.0532, 0.1224], [-0.1149, -0.0846, -0.0477], [0.0012, -0.1869, -0.0362], [-0.0574, 0.0749, 0.0482], [0.1171, -0.0189, 0.0629], [-0.3138, -0.3243, -0.0574], [0.2623, 0.2405, 0.0955], [-0.0270, -0.0080, -0.1364], [0.0765, -0.0135, -0.0827], [0.3613, 0.0671, 0.0523], [0.4134, -0.2246, -0.0185], [0.0822, 0.0723, 0.0301], [-0.1487, -0.0669, 0.1117], [0.4439, -0.0129, 0.0047], [0.0226, -0.1393, -0.0977], [0.1551, 0.2139, 0.0671], [0.1128, -0.0097, -0.1342], [-0.0084, 0.4806, 0.0755], [-0.1058, -0.0554, 0.0411], [-0.0265, -0.0166, -0.0134], [-0.4536, 0.0102, -0.0543], [-0.1515, 0.2133, -0.2231]]}